DFT (wB97M-V/def2-TZVPD) results for 2 unconnected molecules or ions with the total composition HPS at a distorted geometry.

The geometry in XYZ format:
```
3
Properties=species:S:1:pos:R:3:forces:R:3
P -0.0981 -0.8109 -0.0040 2.647 1.999 0.027
S -1.3742 0.5901 -0.0072 -0.310 -0.104 -0.003
H 1.4723 0.2208 0.0112 -2.337 -1.896 -0.024
```
Positions in Å, forces in eV/Å.

For the gap between HOMO and LUMO, the calculation gives 7.3 eV. The LUMO energy is -1.580 eV. The energy above the lowest of the compared OMol25 structures with the same formula, charge and spin is 0.8 kJ/mol. Its total charge is 0.